[1]
{
  "formula": "C3H2N2OS2",
  "method": "ωB97M-V/def2-TZVPD",
  "species": ["S", "S", "O", "N", "N", "C", "C", "C", "H", "H"],
  "xyz": [[-2.3441, -1.1801, -0.2625], [1.1123, 1.0780, -0.3340], [2.2643, -1.6757, 0.0656], [-0.3287, 1.9649, 0.0557], [0.9137, -1.6725, 0.1679], [-1.0630, -0.2321, 0.0298], [0.4118, -0.5735, -0.0255], [-1.3631, 1.2382, 0.2577], [-2.2931, 1.9031, 0.6165], [2.6898, -0.8504, -0.5712]],
  "largest_force_ha_per_bohr": 0.120,
  "gap_ev": 7.6,
  "charge": 0,
  "smiles": "O/N=C1\\SN=CC1=S",
  "molar_mass_da": 146.20,
  "de_lowest_ev": 3.711,
  "homo_ev": -9.372
}

=====

[2]
{
  "formula": "C3H2N2S",
  "method": "ωB97M-V/def2-TZVPD",
  "species": ["S", "N", "N", "C", "C", "C", "H", "H"],
  "xyz": [[-1.8779, -0.0174, 0.0387], [0.4816, 1.2473, -0.0472], [0.4895, -1.1667, -0.0975], [1.6699, 0.6647, 0.0633], [-0.3543, 0.0061, -0.0709], [1.6838, -0.7224, 0.0527], [2.5712, 1.3109, -0.0909], [2.6809, -1.2866, 0.2135]],
  "largest_force_ha_per_bohr": 0.124,
  "gap_ev": 7.5,
  "charge": 0,
  "smiles": "S=C1N=CC=N1",
  "molar_mass_da": 98.13,
  "de_lowest_ev": 1.019,
  "homo_ev": -9.565
}

=====

[3]
{
  "formula": "C3H2N2S",
  "method": "ωB97M-V/def2-TZVPD",
  "species": ["S", "N", "N", "C", "C", "C", "H", "H"],
  "xyz": [[0.9275, -0.1204, 1.7188], [-0.1616, -1.1153, -0.5188], [-0.2129, 1.2129, -0.4169], [-0.8980, 0.7656, -1.4119], [-0.8841, -0.6635, -1.5487], [0.1900, 0.0707, 0.2225], [-1.1679, -1.3203, -2.3606], [-1.4990, 1.5261, -2.1607]],
  "largest_force_ha_per_bohr": 0.101,
  "gap_ev": 7.0,
  "charge": 0,
  "smiles": "S=C1N=CC=N1",
  "molar_mass_da": 98.13,
  "de_lowest_ev": 1.013,
  "homo_ev": -9.593
}

=====

[4]
{
  "formula": "C3H2N2S2",
  "method": "ωB97M-V/def2-TZVPD",
  "species": ["S", "S", "N", "N", "C", "C", "C", "H", "H"],
  "xyz": [[-0.9892, -2.2084, -2.2822], [1.1956, 2.3766, 2.2320], [1.1419, -1.3765, 1.0405], [-0.5924, 1.8216, -0.6625], [-0.1400, 1.4958, 0.3338], [0.9976, -0.2899, 1.3231], [0.6079, 1.1022, 1.4519], [-1.0929, -0.9626, -2.5826], [-1.1283, -1.9590, -0.8540]],
  "largest_force_ha_per_bohr": 0.078,
  "gap_ev": [9.5, 5.3],
  "charge": 0,
  "molar_mass_da": 130.20,
  "de_lowest_ev": 0.368,
  "spin_multiplicity": 3,
  "homo_ev": [-9.258, -9.439]
}

=====

[5]
{
  "formula": "C3H2N4",
  "method": "ωB97M-V/def2-TZVPD",
  "species": ["N", "N", "N", "N", "C", "C", "C", "H", "H"],
  "xyz": [[-0.3300, 1.3115, -1.0619], [2.3716, 2.6527, 0.2689], [-0.5282, 1.8415, -2.1081], [-0.7238, 2.5426, -2.9827], [-0.6118, 0.0887, -0.6214], [1.6032, 1.8228, 0.4088], [-1.0176, -1.0465, -0.6395], [0.9778, 1.0494, 0.7297], [-1.2610, -2.0386, -0.2744]],
  "largest_force_ha_per_bohr": 0.089,
  "gap_ev": 10.3,
  "charge": 0,
  "molar_mass_da": 94.08,
  "de_lowest_ev": 4.996,
  "homo_ev": -9.888
}

=====

[6]
{
  "formula": "C3H2N4O",
  "method": "ωB97M-V/def2-TZVPD",
  "species": ["O", "N", "N", "N", "N", "C", "C", "C", "H", "H"],
  "xyz": [[-2.1594, -0.2029, 0.6411], [1.5284, 0.5356, 0.4990], [0.7261, -1.3846, -0.4107], [-0.4346, -1.0529, -0.6179], [1.5500, -0.7022, 0.4472], [-0.5946, 1.2097, -0.4141], [0.7100, 1.4147, -0.1859], [-1.1478, -0.0270, 0.0527], [1.1690, 2.3673, -0.3522], [-1.2884, 1.8994, -0.9166]],
  "largest_force_ha_per_bohr": 0.033,
  "gap_ev": 8.4,
  "charge": 0,
  "smiles": "O=c1ccnnnn1",
  "molar_mass_da": 110.08,
  "de_lowest_ev": 2.855,
  "homo_ev": -9.611
}